Record 1
{
  "formula": "C30H54INO16P3S",
  "method": "ωB97M-V/def2-TZVPD",
  "e_above_lowest_kcal_mol": 0.0,
  "e_lumo_ev": -4.957,
  "e_tot_ev": -113013.2023,
  "charge": 1,
  "species": ["I", "S", "P", "P", "P", "O", "O", "O", "O", "O", "O", "O", "O", "O", "O", "O", "O", "O", "O", "O", "O", "N", "C", "C", "C", "C", "C", "C", "C", "C", "C", "C", "C", "C", "C", "C", "C", "C", "C", "C", "C", "C", "C", "C", "C", "C", "C", "C", "C", "C", "C", "C", "H", "H", "H", "H", "H", "H", "H", "H", "H", "H", "H", "H", "H", "H", "H", "H", "H", "H", "H", "H", "H", "H", "H", "H", "H", "H", "H", "H", "H", "H", "H", "H", "H", "H", "H", "H", "H", "H", "H", "H", "H", "H", "H", "H", "H", "H", "H", "H", "H", "H", "H", "H", "H", "H"],
  "positions_angstrom": [[3.325, -1.473, 2.381], [-4.058, -6.428, -0.572], [2.783, 10.493, 6.172], [3.640, 4.059, 4.765], [-4.673, -7.829, -6.987], [-4.081, -7.434, -1.696], [3.964, 9.272, 6.429], [2.563, 10.035, 4.728], [-3.816, -9.058, -7.656], [4.793, 5.225, 4.831], [-3.482, -4.931, -1.119], [-5.548, -7.647, -8.451], [-5.514, -6.194, -0.194], [1.581, 11.712, 6.071], [3.944, 11.650, 6.246], [-3.697, -7.901, -5.572], [4.833, 2.855, 5.047], [3.477, 3.556, 3.328], [2.452, 5.275, 4.529], [-5.888, -8.366, -6.226], [-1.438, -6.032, -1.429], [0.445, -1.287, -2.683], [1.256, -0.171, -3.257], [4.394, 1.508, 4.918], [2.764, -0.534, -3.538], [6.007, 5.051, 4.115], [-3.363, -2.043, 0.567], [-3.880, 0.613, 0.518], [5.136, 11.498, 5.491], [-1.073, -2.406, -0.804], [-3.221, -7.052, 0.969], [3.507, 7.931, 6.293], [-3.729, -0.753, -0.316], [-4.124, -7.089, -4.483], [0.707, 1.230, -3.608], [3.107, 1.978, -4.492], [-0.009, 0.062, -0.455], [-6.547, -8.601, -8.771], [1.917, -1.478, 0.675], [-0.186, -1.227, -1.373], [1.419, 12.410, 4.849], [0.332, -2.465, -3.549], [1.615, 2.348, -4.213], [2.362, 5.905, 3.261], [3.678, 0.558, -4.183], [-1.223, -3.633, -1.749], [-1.448, -3.688, 1.537], [-2.089, -4.946, -1.397], [-0.496, -3.700, -3.150], [-1.773, -2.355, 0.646], [1.006, -0.163, 0.803], [-3.563, -10.232, -6.899], [1.245, 3.398, -4.463], [5.055, 0.869, 5.506], [-1.333, -1.485, 1.271], [-4.539, -6.144, -4.841], [-3.027, -0.551, -1.194], [-4.354, -10.427, -6.172], [3.848, 2.733, -4.934], [1.792, 5.276, 2.572], [1.822, 6.846, 3.391], [-4.928, 0.703, 0.994], [0.259, 1.019, -1.010], [5.499, 12.490, 5.218], [3.349, 6.122, 2.850], [-3.992, -2.942, 0.258], [5.895, 11.008, 6.104], [0.813, 11.818, 4.158], [-3.261, -6.881, -3.848], [-0.404, 1.423, -3.374], [-3.504, -11.077, -7.586], [3.372, 1.395, 5.285], [2.488, 7.827, 6.671], [-6.223, -9.616, -8.537], [5.869, 4.444, 3.218], [2.380, 12.656, 4.397], [4.766, 0.287, -4.421], [-3.890, -6.897, 1.876], [-3.684, -1.794, 1.653], [-0.596, -4.311, 1.097], [-1.264, -3.396, 2.640], [-6.744, -8.536, -9.843], [-4.767, -0.965, -0.783], [4.167, 7.278, 6.867], [-4.868, -7.622, -3.893], [-7.472, -8.364, -8.240], [3.183, -1.585, -3.312], [2.481, -1.418, -0.315], [6.374, 6.035, 3.817], [-2.422, -4.305, 1.549], [-2.916, -8.157, 0.812], [6.750, 4.588, 4.765], [-3.828, 1.474, -0.253], [3.547, 7.630, 5.246], [4.970, 10.923, 4.577], [4.450, 1.200, 3.873], [1.227, -2.381, 0.776], [0.398, -0.112, 1.787], [-3.064, 0.789, 1.297], [0.864, -2.510, -4.570], [-2.604, -10.135, -6.387], [0.884, 13.339, 5.060], [-0.574, -4.614, -3.836], [-2.216, -6.481, 1.035], [-1.045, 0.256, 0.026], [1.684, 0.773, 0.813]]
}



Record 2
{
  "formula": "C30H54N6O8S3",
  "method": "ωB97M-V/def2-TZVPD",
  "e_lumo_ev": [-4.956, -9.154],
  "spin_multiplicity": 2,
  "e_tot_ev": -89796.6973,
  "charge": 1,
  "s2": 0.757,
  "species": ["S", "S", "S", "O", "O", "O", "O", "O", "O", "O", "O", "N", "N", "N", "N", "N", "N", "C", "C", "C", "C", "C", "C", "C", "C", "C", "C", "C", "C", "C", "C", "C", "C", "C", "C", "C", "C", "C", "C", "C", "C", "C", "C", "C", "C", "C", "C", "H", "H", "H", "H", "H", "H", "H", "H", "H", "H", "H", "H", "H", "H", "H", "H", "H", "H", "H", "H", "H", "H", "H", "H", "H", "H", "H", "H", "H", "H", "H", "H", "H", "H", "H", "H", "H", "H", "H", "H", "H", "H", "H", "H", "H", "H", "H", "H", "H", "H", "H", "H", "H", "H"],
  "positions_angstrom": [[4.050, 3.572, 2.237], [-0.823, -3.453, -1.399], [3.391, -1.436, -0.154], [3.099, -2.808, -0.513], [-0.785, -2.014, -1.226], [3.409, 2.924, 3.360], [-0.432, -4.329, -0.279], [-6.257, -0.478, -0.758], [4.155, -0.271, -3.540], [5.474, 3.321, 2.063], [2.617, -0.327, -0.671], [-3.735, 2.806, 0.905], [0.573, 0.661, 2.133], [-2.447, -1.457, -4.769], [1.159, -1.766, 4.246], [-4.563, 2.569, 4.571], [-1.850, -1.870, 4.259], [-5.211, -0.426, -1.515], [2.545, 5.512, 1.046], [2.182, 1.101, -3.612], [2.030, 4.193, 0.546], [-1.281, -5.254, -3.501], [-3.890, -0.697, -0.819], [2.055, -1.401, -3.734], [-1.696, -1.878, 3.096], [-1.830, 0.613, -3.269], [-2.115, -0.551, -4.096], [3.430, -1.377, 1.695], [-3.639, 1.897, 4.326], [-2.503, 1.076, 3.992], [3.117, 3.113, 0.723], [0.087, 1.063, 1.155], [4.658, -0.584, 2.121], [3.681, 5.306, 2.168], [-5.303, -0.166, -3.000], [1.043, -0.725, 4.687], [-2.345, -5.385, -2.486], [1.152, 0.588, 5.270], [5.785, -1.182, 1.218], [2.980, -0.202, -3.611], [-1.517, -1.875, 1.669], [5.222, -1.089, -0.259], [-6.202, 2.843, 1.583], [-2.481, -4.005, -1.868], [-4.845, 2.792, 1.216], [-0.564, 1.591, -0.086], [-0.328, -4.129, -3.056], [-1.984, -0.987, 1.243], [-3.247, -3.805, -1.120], [1.368, 1.039, -2.890], [1.969, 1.445, -4.624], [-4.692, 0.676, -3.325], [-1.926, -6.138, -1.819], [-2.516, 0.962, -2.497], [1.031, -1.151, -3.455], [2.030, -1.813, -4.743], [-0.434, -1.835, 1.550], [0.239, 1.148, 5.066], [4.571, 0.496, 2.005], [3.808, 3.221, -0.113], [1.614, 4.173, -0.461], [6.035, -2.122, 1.710], [-2.156, 0.353, 4.731], [2.822, 2.066, 0.798], [5.277, -0.032, -0.518], [2.841, 1.846, -3.167], [1.161, 4.013, 1.179], [-1.186, 0.828, -0.553], [-1.035, 0.093, -2.735], [5.520, -1.690, -1.118], [1.936, 1.130, 4.742], [-1.333, 1.475, -3.712], [-2.586, 0.727, 2.963], [-3.135, -0.909, -1.577], [6.732, -0.677, 1.410], [5.066, -0.665, 3.128], [1.393, 0.693, 6.328], [4.661, 5.778, 2.097], [-6.619, 1.960, 1.099], [-6.330, -0.008, -3.332], [2.889, 6.305, 0.383], [-1.071, 2.547, 0.040], [-2.671, -3.357, -2.724], [2.329, -2.195, -3.040], [-0.491, -3.237, -3.662], [-6.363, 2.582, 2.629], [2.412, -1.157, 2.017], [-4.916, -1.047, -3.511], [1.703, 6.085, 1.434], [3.455, -2.439, 1.935], [-4.028, -1.461, -0.054], [0.727, -4.403, -3.024], [-0.761, -6.206, -3.614], [-6.759, 3.674, 1.150], [0.228, 1.787, -0.809], [-3.344, -5.633, -2.845], [-1.605, 1.622, 3.700], [-3.527, 0.167, -0.264], [3.394, 5.547, 3.192], [-1.875, -5.131, -4.407], [-1.875, -2.748, 1.122]]
}



Record 3
{
  "formula": "C30H54O30",
  "method": "ωB97M-V/def2-TZVPD",
  "e_above_lowest_kcal_mol": 910.3,
  "e_lumo_ev": -0.157,
  "e_tot_ev": -93371.6718,
  "species": ["O", "O", "O", "O", "O", "O", "O", "O", "O", "O", "O", "O", "O", "O", "O", "O", "O", "O", "O", "O", "O", "O", "O", "O", "O", "O", "O", "O", "O", "O", "C", "C", "C", "C", "C", "C", "C", "C", "C", "C", "C", "C", "C", "C", "C", "C", "C", "C", "C", "C", "C", "C", "C", "C", "C", "C", "C", "C", "C", "C", "H", "H", "H", "H", "H", "H", "H", "H", "H", "H", "H", "H", "H", "H", "H", "H", "H", "H", "H", "H", "H", "H", "H", "H", "H", "H", "H", "H", "H", "H", "H", "H", "H", "H", "H", "H", "H", "H", "H", "H", "H", "H", "H", "H", "H", "H", "H", "H", "H", "H", "H", "H", "H", "H"],
  "positions_angstrom": [[-0.668, 5.075, -2.224], [0.424, -1.736, 4.323], [3.694, -2.888, 0.705], [-2.118, -0.312, 2.453], [4.645, 1.917, 0.268], [-2.163, 2.682, -3.480], [-0.350, 1.559, -3.021], [-2.379, 0.828, 4.309], [1.779, -0.528, 2.822], [2.984, 3.024, -0.750], [0.886, 3.602, -1.443], [1.497, -3.236, 0.871], [-0.205, 0.559, 3.573], [-1.187, 3.416, -0.762], [-4.033, -0.728, -1.676], [-4.169, -0.519, 0.622], [0.616, -4.571, -4.363], [-2.705, -4.092, 0.608], [-0.442, 2.728, -5.002], [2.759, -4.514, 2.063], [-2.780, -4.872, 2.736], [1.887, -0.396, 5.125], [-0.135, -0.441, 0.604], [-1.483, -3.075, 2.151], [4.988, 3.432, -1.443], [0.676, -3.314, -2.415], [0.402, 1.134, -0.735], [-2.835, 0.744, -0.398], [1.032, -2.336, -4.516], [0.768, -1.026, -1.397], [-5.031, -1.639, 0.704], [0.161, -4.367, -1.510], [-3.716, -0.232, -0.583], [-1.433, 0.392, 3.482], [2.748, -3.471, 1.176], [-2.193, 1.320, -1.530], [-0.128, 0.706, 1.386], [-0.338, -2.487, 3.317], [6.407, 3.328, -1.561], [-3.480, -0.446, 2.754], [0.354, -0.166, -0.593], [3.019, 0.485, 4.978], [1.853, 3.973, -2.436], [-2.410, -4.088, 1.895], [-0.914, 2.348, -3.936], [3.917, -4.993, 2.694], [-1.957, -3.112, -0.035], [1.005, 1.010, -3.262], [-2.550, 3.668, -0.662], [-0.157, 1.806, 0.303], [1.012, -2.020, 0.260], [-2.955, 3.722, -4.099], [-0.354, 4.159, -1.519], [1.540, -1.176, -3.873], [4.263, 2.725, -0.583], [2.028, 2.584, 0.255], [0.711, -3.491, -3.814], [1.401, -0.878, 3.957], [-1.541, -2.153, 1.082], [-3.693, 0.643, 3.733], [-2.885, 3.031, 0.157], [1.688, -0.341, -4.558], [0.828, -0.905, -3.093], [-0.954, -1.723, 2.842], [3.947, 0.128, 4.531], [0.721, 0.768, 2.066], [1.770, 1.777, -3.135], [0.235, -2.846, 2.462], [-1.134, -3.527, -0.616], [6.963, 4.226, -1.291], [6.718, 2.516, -0.905], [1.533, 3.964, -3.478], [-2.490, 4.698, -3.961], [2.519, -1.315, -3.414], [-2.816, 1.824, -2.269], [1.215, -1.186, 0.932], [1.174, 0.281, -2.469], [-0.900, -4.127, -1.436], [2.444, 2.726, 1.253], [1.156, 0.402, -4.154], [-3.840, 1.604, 3.240], [-1.537, 1.974, -0.955], [0.491, 2.641, 0.570], [-1.139, 2.226, 0.087], [6.643, 3.077, -2.595], [4.808, -4.980, 2.066], [2.239, 4.977, -2.255], [1.500, 1.646, 0.084], [-0.946, -3.260, 3.786], [-3.690, -1.415, 3.208], [0.643, -4.247, -0.540], [-2.703, 4.669, -0.260], [-1.063, 0.802, 1.938], [1.256, 3.354, 0.226], [2.695, 3.305, -2.254], [4.157, -4.372, 3.557], [2.674, 1.397, 4.490], [-1.470, 0.675, -2.031], [-4.423, 0.427, 4.512], [-2.659, -2.614, -0.705], [-0.070, -1.953, 0.149], [-3.926, 3.703, -3.604], [0.076, -5.418, -1.786], [-4.827, -2.470, 0.029], [-0.572, -1.676, 0.936], [3.770, -6.045, 2.939], [3.212, 0.781, 6.009], [1.486, -1.759, -0.686], [-4.898, -1.979, 1.731], [-3.164, 3.566, -5.158], [-3.096, 3.597, -1.603], [-2.220, -1.376, 1.434], [-4.039, -0.183, 1.856], [-6.056, -1.313, 0.532]]
}



Record 4
{
  "formula": "C30H55ClP2ReSSi2",
  "method": "ωB97M-V/def2-TZVPD",
  "e_above_lowest_kcal_mol": 55.0,
  "e_lumo_ev": [0.467, -0.805],
  "spin_multiplicity": 4,
  "e_tot_ev": -91819.9708,
  "s2": 3.769,
  "species": ["Re", "Cl", "S", "P", "P", "Si", "Si", "C", "C", "C", "C", "C", "C", "C", "C", "C", "C", "C", "C", "C", "C", "C", "C", "C", "C", "C", "C", "C", "C", "C", "C", "C", "C", "C", "C", "C", "C", "H", "H", "H", "H", "H", "H", "H", "H", "H", "H", "H", "H", "H", "H", "H", "H", "H", "H", "H", "H", "H", "H", "H", "H", "H", "H", "H", "H", "H", "H", "H", "H", "H", "H", "H", "H", "H", "H", "H", "H", "H", "H", "H", "H", "H", "H", "H", "H", "H", "H", "H", "H", "H", "H", "H"],
  "positions_angstrom": [[-0.079, -0.638, 0.085], [2.155, -0.212, 0.881], [-0.476, 1.697, 0.479], [1.244, -0.403, -2.381], [-0.186, -0.468, 2.955], [-1.610, -0.249, -3.384], [-3.146, -0.354, 2.288], [1.155, -2.663, 0.326], [-1.573, -0.838, -1.560], [-2.191, -0.872, 0.704], [0.195, 3.136, -0.212], [1.446, -2.088, -3.250], [-1.544, -2.124, 0.388], [1.002, 0.479, 4.035], [-4.034, -1.732, 3.109], [-0.394, -2.172, 3.774], [-0.601, 3.975, -1.031], [0.817, -3.103, 3.599], [1.478, 3.541, 0.235], [0.095, 0.512, -3.474], [3.181, 1.391, -1.558], [-0.701, -2.056, 5.271], [2.941, 1.238, -4.002], [1.209, 5.617, -1.010], [2.867, 0.447, -2.692], [-4.443, 1.015, 1.926], [-2.127, -0.109, -0.491], [-1.890, -1.597, -4.612], [-1.796, 0.371, 3.324], [1.903, -1.922, -4.699], [1.756, 1.524, 3.238], [-2.926, 1.087, -3.744], [1.954, 4.774, -0.195], [0.373, 1.181, 5.240], [2.411, -3.079, -2.578], [-0.056, 5.188, -1.414], [-1.169, -2.103, -0.988], [-1.361, -2.523, -4.389], [-2.584, 0.892, -0.611], [0.424, -2.501, -3.228], [-4.003, 1.872, 1.381], [1.614, 6.577, -1.322], [2.027, 2.859, 0.877], [1.994, -3.574, -1.703], [-0.704, -2.919, -1.528], [-1.587, -1.259, -5.607], [3.356, -2.595, -2.305], [3.114, 0.876, -0.596], [0.144, -1.588, 5.805], [1.067, -3.731, 0.387], [4.192, 1.783, -1.648], [1.686, -2.322, -0.552], [0.427, 0.522, -4.520], [2.615, 1.880, 3.807], [-2.755, 1.454, -4.772], [2.931, 5.061, 0.158], [0.911, -3.510, 2.591], [1.200, 1.612, 5.829], [-1.629, -1.510, 5.489], [-0.263, 2.011, 4.893], [-3.451, -2.648, 3.168], [1.947, -2.926, -5.149], [2.483, 2.227, -1.526], [1.129, 2.365, 2.934], [-4.830, 1.362, 2.903], [2.920, -1.500, -4.739], [-0.659, 5.848, -2.036], [-2.856, 1.935, -3.041], [1.689, -0.321, 4.360], [-1.428, -2.962, 1.067], [2.221, 2.071, -3.985], [-2.060, 0.272, 4.386], [2.631, -3.897, -3.279], [3.587, -0.386, -2.701], [-2.962, -1.817, -4.654], [-0.210, 0.515, 5.891], [1.054, -2.222, 1.284], [2.168, 1.085, 2.331], [3.953, 1.668, -4.064], [-1.683, 1.448, 3.116], [0.693, -3.965, 4.271], [-4.956, -1.947, 2.563], [-3.940, 0.648, -3.694], [2.768, 0.624, -4.898], [-1.602, 3.641, -1.312], [-1.264, -2.605, 3.246], [-4.314, -1.436, 4.122], [1.754, -2.596, 3.870], [-0.819, -3.078, 5.667], [1.228, -1.319, -5.319], [0.042, 1.562, -3.145], [-5.286, 0.595, 1.343]]
}